31
Properties=species:S:1:pos:R:3:forces:R:3 method="wB97M-V/def2-TZVPD" lumo_energy_ev=0.9 max_force_ha_per_bohr=0.090 homo_lumo_gap_ev=9.675
Si 0.220646 -0.565290 -1.001420 0.809 -1.763 -1.757
O 1.387097 -0.931519 0.133003 -1.121 0.410 -0.291
O 0.703515 0.738528 -1.996980 0.974 -2.127 4.007
O 0.072433 -2.002075 -2.014641 0.312 2.700 0.737
N -0.700677 2.449491 2.371071 -0.340 -2.001 -1.109
C -1.697421 0.990973 0.430007 1.316 0.805 -1.216
C -0.733218 1.163226 1.621361 0.763 -0.488 0.036
C 0.360842 0.518463 -3.296793 -0.343 0.628 -1.953
C 0.067630 -3.322835 -1.547540 0.087 0.044 0.340
C 2.775589 -0.838891 -0.143034 0.094 -1.509 -0.044
C -1.506279 -0.352721 -0.399752 1.071 1.487 3.109
C -0.428125 2.132175 3.744518 2.119 0.749 -0.420
H -1.623434 -1.115357 0.377949 -0.293 -0.505 -0.401
H 0.441531 -3.364287 -0.510413 -0.109 -0.284 -0.276
H -2.238780 -0.447968 -1.165289 -0.473 -0.185 -0.624
H -0.422377 3.102514 4.177334 -0.029 0.610 1.349
H -0.953012 -3.738003 -1.596284 0.334 0.032 0.071
H -0.943243 0.328614 2.341142 0.127 0.469 -0.438
H -2.713897 1.079920 0.778507 -0.437 0.078 0.039
H 0.341557 1.049505 1.321984 -0.912 -0.378 -0.108
H -1.041729 1.415142 4.281529 -0.445 -0.141 -0.111
H -1.494337 3.034573 2.242793 -0.855 0.138 -0.038
H 0.906720 1.245619 -3.891534 0.101 -0.114 -0.422
H 3.251143 -1.843423 -0.244538 -0.707 0.365 -0.450
H 3.309273 -0.477117 0.713283 0.016 0.976 0.408
H 0.526564 -0.506412 -3.647336 -0.065 0.300 -0.062
H 2.893383 -0.263496 -1.041532 0.669 0.396 -0.268
H -0.670303 0.801658 -3.310195 -1.097 -0.170 -1.118
H -1.464585 1.821423 -0.279318 -0.511 -0.300 0.465
H 0.729936 -3.888340 -2.207770 -0.099 -0.271 0.220
H 0.643560 1.785913 3.759885 -0.957 0.051 0.325

---

28
Properties=species:S:1:pos:R:3:forces:R:3 method="wB97M-V/def2-TZVPD" lumo_energy_ev="-2.4 / -5.7" spin_multiplicity=3 charge=+1 max_force_ha_per_bohr=0.073 homo_lumo_gap_ev="8.289 / 6.886"
P 1.628908 -0.136218 0.060986 0.921 -1.907 -0.720
P -1.683331 -0.362526 -0.144873 -2.857 0.368 2.410
C 2.863692 -1.357883 0.856532 0.049 2.879 0.115
C -3.392781 -1.152562 -0.197343 1.940 1.126 2.816
C -1.643264 0.726164 -1.649189 -3.100 -1.903 0.466
C -0.568800 -1.601445 0.279814 0.510 1.063 -1.962
C -1.801830 0.764594 1.313742 -0.988 -0.922 -1.175
C 2.495534 0.470716 -1.500162 -2.514 0.173 1.484
C 1.681221 1.253282 1.156472 0.651 -0.430 -1.610
H 3.248885 -0.894991 1.811932 -0.852 -0.811 -0.641
H 1.017689 1.973890 0.828942 -1.395 1.726 -0.766
H -0.834488 1.190559 1.281874 0.572 1.256 0.503
H 2.650026 1.655110 1.067638 1.331 0.601 0.726
H 1.347518 0.919816 2.067306 -0.214 -0.552 2.572
H -2.691242 1.397097 1.283085 0.540 0.613 -0.705
H -0.395335 -2.277852 -0.542648 0.370 -1.003 0.479
H 3.392856 0.908954 -1.198710 1.352 1.471 0.498
H -3.983816 -0.318482 0.186935 -0.701 -0.139 -0.879
H 1.733000 1.181199 -1.939453 1.376 -0.903 -0.166
H 2.428182 -2.333688 0.948234 0.216 -0.418 0.066
H -3.425710 -1.886253 0.661720 0.160 0.370 -1.354
H 3.731594 -1.234974 0.213394 0.107 -0.873 -0.247
H -1.984591 0.280133 2.245536 0.447 -1.046 0.608
H -1.986454 1.761876 -1.511582 -0.628 -0.611 0.603
H -0.743670 0.894218 -2.097930 2.665 -0.395 -1.360
H -3.546295 -1.524166 -1.167756 -0.875 -0.595 -0.987
H -2.375366 0.082470 -2.283394 1.388 1.660 0.443
H 2.837865 -0.379041 -2.031104 -0.473 -0.797 -1.216

---

29
Properties=species:S:1:pos:R:3:forces:R:3 method="wB97M-V/def2-TZVPD" lumo_energy_ev="-1.1 / -0.7" max_force_ha_per_bohr=0.102 homo_lumo_gap_ev="7.487 / 8.154"
P -0.135538 -2.980604 0.529993 -0.452 3.130 -1.026
Si 1.871886 -0.126088 -0.109255 -0.194 0.536 -1.279
Si -1.680412 0.084446 0.052513 -0.737 0.276 0.058
C 3.017391 -1.652054 -0.074449 0.716 -0.904 1.621
C -2.743855 -0.627266 1.503683 0.572 2.208 -2.780
C 0.100855 -0.598506 0.156531 -1.645 -3.252 0.051
C 2.085883 0.865996 -1.818558 2.002 -1.799 2.893
C -2.672688 -0.137158 -1.583416 3.898 3.479 -0.445
C -1.679382 2.001090 0.346002 -1.142 -1.184 0.019
C 2.190148 1.042950 1.336742 -1.011 -2.080 2.267
H -3.380822 -0.855343 -1.524237 -2.639 -1.920 0.183
H -2.592705 -1.632217 1.581060 0.885 -2.641 1.027
H 2.354294 0.181715 -2.573779 0.030 -0.925 -1.108
H 1.352049 1.507010 -2.129527 -2.158 1.443 -0.607
H 2.596611 0.361721 2.147035 0.008 0.485 -0.772
H 4.030485 -1.294473 -0.287572 0.110 0.178 0.256
H 3.065309 -2.124300 0.988785 -0.124 1.120 -1.478
H -1.961293 -0.431507 -2.396450 -0.633 0.412 0.414
H 2.834003 1.890718 1.356010 0.324 0.726 -0.470
H -0.765417 2.393709 -0.028129 0.988 0.596 0.165
H -3.001359 0.965108 -1.745841 0.027 -2.203 -0.082
H -1.502218 -3.084368 -0.038412 0.965 0.260 0.467
H -2.493801 2.598391 -0.130581 0.394 -0.762 0.391
H -1.799585 2.028319 1.437780 0.414 0.699 -0.222
H -2.485922 0.041149 2.272690 0.114 0.141 1.672
H 1.201795 1.247317 1.851591 0.877 0.357 -0.958
H 2.979890 -2.571120 -0.689214 -0.823 0.776 -0.218
H -3.769602 -0.550723 1.230872 -1.008 0.577 -0.146
H 2.984003 1.456101 -1.661867 0.243 0.272 0.107

---

40
Properties=species:S:1:pos:R:3:forces:R:3 method="wB97M-V/def2-TZVPD" lumo_energy_ev=-2.7 charge=+1 max_force_ha_per_bohr=0.014 homo_lumo_gap_ev=8.432
I -0.983097 -3.954133 -3.822674 -0.050 -0.016 -0.138
S 1.633330 0.650287 -1.883623 -0.095 -0.002 -0.015
P -1.687625 0.080415 -4.179288 -0.061 0.035 0.158
P 1.114445 -2.790603 -4.210134 0.387 0.042 0.223
O 1.948653 -0.672818 -2.689391 0.085 -0.280 0.153
O 1.724230 0.336984 -0.488350 -0.036 -0.082 0.424
O 2.378342 1.742668 -2.380776 0.059 0.146 -0.014
O 0.129229 0.797769 -2.314680 0.009 0.048 -0.182
O -1.037439 0.517412 3.187359 0.008 -0.005 0.035
O -2.211500 1.476599 -3.497263 0.130 -0.088 0.045
O 1.971662 -3.428780 -2.963265 -0.121 0.085 0.014
N -3.066218 -0.809166 -3.715051 0.089 -0.096 -0.301
N 1.428037 -0.216243 2.674729 -0.081 -0.035 -0.210
C -0.942757 -1.280533 -1.624534 0.053 0.057 0.135
C -0.418967 -0.497223 -2.819433 0.078 0.030 0.286
C 0.831884 -1.022637 -3.532447 -0.410 -0.057 -0.597
C -0.217416 1.536934 2.654728 0.012 -0.014 -0.036
C 1.243843 1.248308 2.999937 0.053 0.068 0.032
C 1.617980 1.481224 4.450473 -0.008 -0.082 0.021
C -1.828160 0.865271 4.326587 -0.037 0.008 -0.019
H -2.668209 0.176596 4.349950 0.011 -0.011 0.010
H -0.497442 2.524365 3.025962 0.037 0.000 0.008
H -3.149235 -1.657158 -4.267534 -0.051 0.022 0.077
H 1.905592 1.800563 2.333067 -0.041 0.004 -0.033
H -0.341130 1.534518 1.568561 -0.015 -0.016 0.002
H 1.414983 -0.360574 1.660162 0.134 0.038 -0.220
H 2.289515 -0.603342 3.056494 0.017 0.030 -0.023
H -2.205894 1.884228 4.232955 -0.020 -0.010 -0.004
H -3.913558 -0.264950 -3.843398 0.050 0.068 0.113
H -1.583322 2.197105 -3.633096 -0.106 -0.009 -0.054
H 2.903770 -3.176956 -3.031772 -0.032 -0.122 0.007
H 2.687691 1.342871 4.611795 -0.001 -0.006 -0.001
H -0.522301 -2.283531 -1.568813 -0.029 0.099 0.010
H 0.950169 -0.450505 -4.463236 -0.060 0.146 0.104
H 1.370379 2.503441 4.731066 0.015 0.003 -0.004
H 1.079417 0.805528 5.117279 -0.036 0.031 -0.002
H -1.260385 0.771413 5.254326 0.016 0.033 -0.005
H 0.613233 -0.707735 3.067124 0.012 0.037 0.039
H -2.029934 -1.348092 -1.660935 0.036 -0.090 -0.050
H -0.671795 -0.749522 -0.712861 -0.001 -0.009 0.011

---

32
Properties=species:S:1:pos:R:3:forces:R:3 method="wB97M-V/def2-TZVPD" lumo_energy_ev=3.1 charge=-1 max_force_ha_per_bohr=0.067 homo_lumo_gap_ev=6.883
Ta 1.788235 -1.203139 -0.400312 2.520 -1.749 -1.542
O -1.302663 -1.497086 -1.448431 0.503 -0.775 0.882
O 2.332434 -2.602153 -1.932545 -0.978 1.740 2.107
C -1.029684 -3.168726 0.508494 -0.821 0.286 -0.447
C 1.283420 0.350342 1.222381 -0.212 0.143 -0.732
C -0.672027 2.168166 -1.345412 0.740 -0.732 -0.017
C 0.373083 2.335848 -0.210609 -0.948 0.377 -0.536
C 0.355865 3.820020 0.259665 0.686 -0.680 0.412
C 0.089907 1.317812 0.922999 0.586 0.210 0.962
C -2.389133 -2.653894 1.096897 0.571 -0.351 -0.348
B -0.397609 -2.032615 -0.438577 -1.286 -0.264 -0.265
H -1.287814 -4.031705 -0.140695 0.239 0.231 0.124
H -0.375319 2.735911 -2.238222 -0.313 0.115 0.221
H -3.019037 -2.292825 0.274814 0.072 -0.049 0.167
H -1.691844 2.411205 -1.017326 0.235 0.216 -0.034
H 2.178363 0.997295 1.315225 -0.134 -0.311 -0.094
H -0.664563 1.110519 -1.648691 -0.038 0.279 -0.034
H 2.323114 -2.387259 0.953104 0.049 0.265 0.196
H -0.831734 0.738272 0.758743 0.125 0.196 -0.182
H 1.370018 0.083818 -1.667185 0.117 0.210 0.090
H -2.926687 -3.481211 1.577988 0.057 0.370 0.186
H -0.090208 1.918501 1.838192 -0.173 -0.263 -0.223
H 1.107263 4.409104 -0.284560 -0.417 -0.010 -0.121
H 1.663203 -2.475073 -2.606198 -0.169 -0.121 -0.529
H -1.764287 -0.782663 -1.005149 -0.321 0.395 -0.158
H 1.361142 2.145446 -0.645352 -0.196 -0.215 0.165
H -0.640758 4.262391 0.152872 0.201 0.037 0.137
H -2.217429 -1.818569 1.788047 -0.172 -0.276 0.043
H -0.347421 -3.533408 1.283309 -0.136 0.157 -0.092
H 0.683361 3.847490 1.311497 -0.278 0.208 -0.201
H 3.553616 -0.560176 -0.446220 0.108 0.270 0.179
H 1.185195 -0.131638 2.211256 -0.218 0.088 -0.317

---

33
Properties=species:S:1:pos:R:3:forces:R:3 method="wB97M-V/def2-TZVPD" lumo_energy_ev="-5.2 / -4.9" spin_multiplicity=8 charge=+1 max_force_ha_per_bohr=0.224 homo_lumo_gap_ev="6.550 / 6.732"
Gd -0.044661 -0.040168 -0.190766 1.003 -4.596 -8.976
Cl -0.896579 -1.034065 2.291773 0.495 0.236 0.427
P 0.239445 -2.390988 0.065356 1.793 -6.227 0.729
P 0.149438 2.249449 -0.820299 1.679 6.306 -1.292
O -3.014811 0.082615 0.730733 -0.536 -0.252 -0.493
C 1.346084 -3.053803 1.364998 0.244 -0.189 0.126
C 0.673677 2.306341 -2.571798 -0.008 -0.034 -0.198
C -1.310400 -3.334993 0.292161 -0.419 -0.098 -0.073
C -1.392569 3.226754 -0.794158 -0.299 0.032 0.017
C -1.916257 0.066979 0.467832 -10.542 2.289 4.109
C 1.365169 3.327255 0.021124 0.143 0.218 0.069
C 0.939332 -3.053720 -1.479002 0.100 -0.248 -0.184
H 0.942452 -2.809905 2.358952 0.178 -0.177 -0.461
H 0.505094 0.807281 1.230918 1.913 -1.173 3.337
H 1.415508 4.308873 -0.474588 0.026 -0.266 0.186
H 1.919885 -2.589369 -1.656896 -0.244 -0.215 0.046
H 0.542284 -0.199716 1.436065 0.928 3.685 4.019
H 1.667421 -0.061860 -0.519539 3.500 0.492 -0.350
H -1.744297 3.331447 0.243967 0.118 0.019 -0.344
H -0.066895 1.774873 -3.188303 0.207 0.250 0.003
H 2.354871 2.845958 -0.004215 -0.343 0.169 -0.013
H -2.015491 -3.066279 -0.508883 0.101 -0.250 0.158
H 1.640542 1.792297 -2.675320 -0.269 0.220 0.046
H 0.761317 3.351133 -2.906724 -0.061 -0.358 -0.022
H -1.108412 -4.415674 0.262872 -0.059 0.303 -0.124
H 0.276278 -2.791487 -2.316775 0.189 -0.221 0.112
H 2.337844 -2.585824 1.267542 -0.284 -0.213 -0.004
H 1.070921 3.462305 1.073748 0.101 -0.013 -0.371
H -2.169489 2.693818 -1.364441 0.156 0.283 0.133
H -1.771989 -3.069540 1.255007 0.251 -0.260 -0.500
H 1.042265 -4.146404 -1.406855 0.016 0.300 -0.237
H -1.227627 4.222994 -1.232379 -0.113 -0.313 0.117
H 1.439864 -4.145293 1.264166 0.036 0.302 0.013